(1)
# C5H11NO

C5H11NO in the gas phase (ωB97M-V/def2-TZVPD, the Open Molecules 2025 dataset).

Last column: Löwdin charge in e.
Cartesian coordinates (Å):
C 2.91578 -1.17621 1.06284  -0.021
C 1.99431 -0.29222 0.61130  -0.170
C 0.91128 -0.76320 -0.38166  -0.210
C -0.16338 0.22213 -0.84009  -0.268
N -1.21046 0.51823 0.10502  -0.059
C -2.61982 0.69576 -0.28182  -0.284
O -3.00482 2.02846 -0.00570  -0.064
H 3.92530 -0.86823 1.23004  0.035
H 2.59785 -2.10883 1.51465  0.058
H 1.82253 0.71027 1.02054  0.107
H 1.59503 -0.91333 -1.22197  0.111
H 0.43104 -1.69289 -0.05455  0.117
H 0.42562 1.11120 -1.12498  0.109
H -0.51304 -0.14750 -1.83865  0.123
H -1.05588 -0.05476 0.92244  0.109
H -3.19029 -0.03288 0.31077  0.116
H -2.73211 0.46947 -1.34702  0.114
H -2.12894 2.29451 0.31884  0.077

Calculated values
SMILES: C=CCCNCO
spin multiplicity: 1
M: 101.1 g/mol
total charge: 0



(2)
# C5H8NO

2 unconnected molecules or ions with the total composition C5H8NO (ωB97M-V/def2-TZVPD, the Open Molecules 2025 dataset).

Last column: Löwdin charge in e.
Cartesian coordinates (Å):
C -2.93211 0.16464 0.00015  -0.374
C 0.21557 -0.65070 -0.90815  0.276
C 1.15444 -0.16112 0.04225  -0.335
C 1.89595 -1.06830 0.72992  0.235
C 1.55472 1.30010 0.13211  -0.020
N -4.06480 -0.01199 -0.28160  0.246
O -1.82627 -0.00475 0.33294  0.121
H -0.44012 -0.33951 -1.73961  0.131
H -0.07433 -1.64174 -0.80351  0.077
H -4.97672 0.36491 -0.04231  0.122
H 2.64237 -0.65049 1.43346  0.118
H 1.85608 -2.17147 0.69836  0.121
H 0.67892 1.88244 -0.01516  0.075
H 2.25882 1.50361 -0.67681  0.104
H 2.05749 1.48436 1.09797  0.103

Calculated values
spin multiplicity: 1
M: 98.1 g/mol
total charge: +1



Which relative energy (zero: lowest compared OMol25 entry of this formula, charge and spin) belongs to each record? In order, 85.4; 56.7 kcal per mole.
Which E belongs to each record? In order, -8897.9959; -8842.2999 eV.